Model A:
One molecule with the formula C2H3NO2. Source: the OMol25 dataset; level of theory: ωB97M-V/def2-TZVPD.

frontier orbital gap = 11.32 eV
SMILES = O=CNC=O

```
! wB97M-V def2-TZVPD RIJCOSX def2/J DEFGRID3
* xyz 0 1
O -1.234 -0.066 -1.522
C -1.136 -0.307 -0.348
N -0.163 0.256 0.474
C 1.162 0.367 0.028
O 2.098 0.255 0.776
H -1.759 -1.047 0.195
H -0.236 0.034 1.455
H 1.269 0.507 -1.058
*
```

Mulliken charges, unit e, in atom order: -0.47, 0.15, -0.16, 0.05, -0.49, 0.29, 0.27, 0.37

Model B:
One molecule with the formula C2H3NO2. Source: the OMol25 dataset; level of theory: ωB97M-V/def2-TZVPD.

frontier orbital gap = 7.72 eV

```
! wB97M-V def2-TZVPD RIJCOSX def2/J DEFGRID3
* xyz 0 1
C 0.082 -0.037 0.335
C -1.284 0.054 -0.077
N 1.151 0.088 0.738
O 2.361 -0.397 -0.841
O 2.395 -0.032 0.505
H -1.078 0.340 -1.099
H -1.853 -0.912 -0.182
H -1.773 0.895 0.620
*
```

Mulliken charges, unit e, in atom order: 0.37, -0.74, 0.28, -0.64, -0.08, 0.25, 0.29, 0.26

Model C:
One molecule with the formula C2H3NO2. Source: the OMol25 dataset; level of theory: ωB97M-V/def2-TZVPD.

frontier orbital gap = 9.61 eV
SMILES = NC(=O)C=O

```
! wB97M-V def2-TZVPD RIJCOSX def2/J DEFGRID3
* xyz 0 1
C 0.466 0.255 0.100
C -0.836 -0.558 -0.176
H 2.655 -0.440 0.347
H 1.505 -1.700 0.493
H -0.484 -1.669 -0.331
N 1.519 -0.677 -0.091
O 0.379 1.443 -0.051
O -1.890 -0.148 0.124
*
```

Mulliken charges, unit e, in atom order: 0.53, 0.09, 0.32, 0.31, 0.17, -0.60, -0.46, -0.36

Stability check: which of them is most stable? model A.

Model A:
One molecule with the formula C2H3NO2. Source: the OMol25 dataset; level of theory: ωB97M-V/def2-TZVPD.

frontier orbital gap = 10.65 eV
SMILES = O=CNC=O

```
! wB97M-V def2-TZVPD RIJCOSX def2/J DEFGRID3
* xyz 0 1
C -1.226 0.311 0.092
C 1.263 0.290 -0.057
H -1.957 1.114 0.414
H -0.023 1.909 0.053
H 2.101 1.012 -0.007
N 0.032 0.928 -0.094
O -1.460 -0.860 -0.086
O 1.389 -0.906 0.085
*
```

Mulliken charges, unit e, in atom order: 0.12, 0.07, 0.26, 0.25, 0.33, -0.13, -0.45, -0.46

Model B:
A 2-piece molecular cluster, C2H3NO2 overall. Source: the OMol25 dataset; level of theory: ωB97M-V/def2-TZVPD.

frontier orbital gap = 9.08 eV

```
! wB97M-V def2-TZVPD RIJCOSX def2/J DEFGRID3
* xyz 0 1
C 0.623 0.809 1.427
C -0.738 -0.408 -1.395
N -0.474 0.010 -2.476
O 0.604 -0.112 2.352
O -0.921 -0.635 -0.278
H 1.684 0.873 1.097
H -0.301 -0.236 2.691
H -0.478 -0.302 -3.418
*
```

Mulliken charges, unit e, in atom order: -0.16, 0.50, -0.38, -0.33, -0.38, 0.10, 0.38, 0.27

Model C:
A 2-piece molecular cluster, C2H3NO2 overall. Source: the OMol25 dataset; level of theory: ωB97M-V/def2-TZVPD.

frontier orbital gap (alpha / beta) = 6.85 / 10.27 eV

```
! wB97M-V def2-TZVPD RIJCOSX def2/J DEFGRID3
* xyz 0 1
C -1.117 0.227 -0.310
C 0.190 0.120 0.284
N -1.965 0.650 -0.948
O 0.410 -0.160 1.540
O 1.221 0.616 -0.417
H -0.894 -2.064 -0.715
H 1.317 -0.337 1.831
H 0.838 0.948 -1.264
*
```

Mulliken charges, unit e, in atom order: 0.24, 0.32, -0.38, -0.45, -0.45, 0.01, 0.37, 0.33

Stability check: which of them is most stable? model A.

Model A:
One molecule with the formula C2H3NO2. Source: the OMol25 dataset; level of theory: ωB97M-V/def2-TZVPD.

frontier orbital gap = 11.03 eV
SMILES = COOC#N

```
! wB97M-V def2-TZVPD RIJCOSX def2/J DEFGRID3
* xyz 0 1
C 0.619 1.711 0.874
C -0.412 -1.109 -0.575
N 1.293 2.627 1.042
O 0.126 0.557 0.842
O -0.709 0.318 -0.354
H -1.109 -1.470 -1.200
H -0.390 -1.511 0.475
H 0.582 -1.125 -1.105
*
```

Mulliken charges, unit e, in atom order: 0.46, -0.39, -0.37, -0.23, -0.18, 0.26, 0.23, 0.21

Model B:
One molecule with the formula C2H3NO2. Source: the OMol25 dataset; level of theory: ωB97M-V/def2-TZVPD.

frontier orbital gap = 11.08 eV
SMILES = O=CNC=O

```
! wB97M-V def2-TZVPD RIJCOSX def2/J DEFGRID3
* xyz 0 1
O -2.269 0.496 -0.090
C -1.113 0.364 -0.407
N -0.135 -0.054 0.491
C 1.176 -0.291 0.118
O 1.611 -0.088 -0.989
H -0.708 0.529 -1.417
H -0.438 -0.242 1.441
H 1.780 -0.713 0.942
*
```

Mulliken charges, unit e, in atom order: -0.50, 0.09, -0.10, 0.13, -0.50, 0.33, 0.23, 0.33

Stability check: which of them is most stable? model B.